C18H27NO6 | ωB97M-V with the def2-TZVPD basis set

Geometry as XYZ:
```
52
Properties=species:S:1:pos:R:3:forces:R:3
C 1.29344 -2.14870 2.74028 -0.5662 -0.1251 0.9266
C 1.92166 -2.47799 1.63096 0.8340 0.5544 0.0351
C 2.83065 -1.56793 0.78927 -1.1161 0.0405 -1.7390
O 4.21997 -1.62345 1.10029 -0.6702 -0.0791 0.5211
C 4.50685 -2.72585 1.73966 -0.3842 2.4087 -1.7679
N 4.71230 -3.74693 2.17012 0.8100 -2.5833 1.5012
O 2.66296 -2.13803 -0.55064 -0.6349 -0.3317 0.0155
C 1.33889 -1.80631 -0.80133 2.2758 2.4744 1.7427
O 0.56100 -2.41750 -1.38495 -2.0177 -1.8614 -1.9559
O 1.07609 -0.59918 -0.18512 0.7742 -0.6919 -0.8778
C 2.32797 -0.15603 0.39864 -0.9259 1.3995 1.8508
C 1.89695 0.79312 1.55811 0.4078 -0.1090 -0.0633
C 2.88789 0.81904 2.75759 -0.9849 0.2920 -0.3781
C 3.19346 0.65053 -0.60475 0.3708 -1.0936 -0.9873
C 2.51188 0.86532 -1.98512 0.0834 0.8795 0.1601
C 1.29653 1.85819 -1.94413 0.2908 -0.5085 -0.7101
C 0.00649 1.32451 -2.66868 0.6591 -0.4543 1.7295
C -1.09594 1.06531 -1.60614 -1.3085 0.1498 -1.0880
C -2.54537 1.31892 -2.13319 0.2631 0.0299 1.5906
C -3.51724 0.98425 -0.93836 -0.3981 -0.0559 -1.3178
C -4.19641 -0.40284 -1.12640 0.5308 0.0575 -0.7192
O -4.06083 -1.30178 -0.01210 -0.5419 1.0332 -0.3689
C -4.45108 -0.78185 1.18100 -1.1414 0.2471 -0.6587
C -5.63962 0.17010 1.33736 0.2111 0.2173 -0.0350
O -3.86688 -1.11884 2.14369 1.2784 -0.8290 1.9672
H 0.98029 -1.14731 3.02253 0.8003 -0.1139 0.2263
H 1.02640 -2.94861 3.43635 -0.7305 0.1781 -0.5674
H 1.76830 -3.48042 1.22442 0.9655 0.0125 0.3557
H 1.84616 1.80848 1.13937 -0.0423 -0.3425 0.0624
H 0.86510 0.54102 1.84013 0.3759 0.0016 0.1706
H 2.74322 1.78099 3.27006 0.3120 -0.3163 -0.0410
H 2.62068 0.02831 3.46953 0.5109 0.1338 -0.1864
H 3.92180 0.72610 2.40475 -0.1974 0.0168 0.2860
H 4.12691 0.09991 -0.81343 -0.2379 0.2161 0.2274
H 3.47367 1.63131 -0.20268 -0.1186 -0.3166 0.1303
H 3.28260 1.33733 -2.61603 -0.1601 -0.4001 0.0766
H 2.23566 -0.08167 -2.46953 0.1292 0.2132 0.2459
H 1.09079 2.07495 -0.88890 -0.1716 0.1615 -0.3692
H 1.61346 2.78411 -2.44856 -0.0915 -0.1439 0.4094
H 0.27613 0.33633 -3.07309 -0.2664 0.4667 -0.3987
H -0.31111 2.01053 -3.46267 -0.0457 -0.2410 0.2057
H -0.99987 1.71015 -0.71786 0.2799 -0.1947 -0.2901
H -1.09887 0.01773 -1.27085 0.3553 0.3420 0.0293
H -2.68020 2.39176 -2.33962 0.1663 -0.4001 -0.4475
H -2.75720 0.68510 -3.00390 -0.0405 0.4085 0.0422
H -2.91640 1.05575 -0.02190 -0.4762 -0.1501 -0.0170
H -4.32302 1.73465 -0.94318 0.3855 -0.0856 0.3474
H -5.24334 -0.30047 -1.46203 0.2199 -0.0092 0.4564
H -3.67913 -0.89392 -1.96408 -0.1515 -0.1619 0.4619
H -5.36782 1.14812 0.91811 -0.4346 -0.2974 -0.1759
H -5.77555 0.33420 2.41262 0.1818 -0.2151 -0.2769
H -6.59024 -0.22055 0.95434 0.3828 0.1766 -0.3366
```
Forces are in eV/Å.

Properties
relative energy (zero: lowest compared OMol25 entry of this formula, charge and spin) = 88.2 kcal/mol
lowest unoccupied orbital energy = 0.0190 Ha
SMILES string = C=C[C@@]1(OC#N)OC(=O)O[C@]1(CC)CCCCCCCCOC(C)=O
largest force on an atom = 3.787 eV/Å
orbital gap = 10.695 eV
HOMO energy = -10.18 eV

***

C18H27NOPdSe2SiTe | ωB97M-V with the def2-TZVPD basis set

Geometry as XYZ:
```
52
Properties=species:S:1:pos:R:3:forces:R:3
Pd -0.32855 1.24876 0.19967 -1.1543 -1.5191 -0.6303
C -0.07939 0.11827 3.64811 0.0199 -0.2951 -0.2285
Se -0.40554 1.76426 2.69323 0.2116 0.4928 -1.1821
C 1.40297 2.49419 2.81073 0.0501 -0.0547 0.2226
C 2.47028 1.68324 2.11961 -0.0342 -0.1212 -0.1278
Se 2.50354 1.76398 0.16473 0.6120 0.9139 0.0617
C 4.27433 0.91937 0.14137 -0.3888 -0.5642 0.0578
H 0.26002 0.35669 4.65380 -0.0299 0.1278 -0.0059
H 0.63601 -0.48510 3.09446 -0.0726 0.0216 -0.0261
H -1.03190 -0.40522 3.68713 0.0177 -0.0307 0.0202
H 1.63137 2.56562 3.87432 -0.0584 -0.0595 0.0803
H 1.32906 3.49610 2.40695 -0.1052 0.1607 -0.1196
H 2.39679 0.62314 2.36126 0.0195 -0.0177 0.0477
H 3.44333 2.05661 2.43198 0.0596 0.0072 0.0778
H 4.96315 1.53317 0.71563 -0.0055 0.0463 -0.0149
H 4.59593 0.86088 -0.89425 0.0364 -0.0220 -0.0248
H 4.19810 -0.08043 0.56859 0.1717 -0.0244 -0.0459
C 0.43172 0.57934 -4.12554 -0.0735 -0.0396 0.0738
C -0.85125 0.44057 -4.63391 -0.0552 -0.0041 -0.0319
C -1.93692 0.52307 -3.78245 -0.0415 -0.0461 -0.1468
C -1.72829 0.71940 -2.42275 -0.3125 -0.0147 -0.0100
N -0.48712 0.84362 -1.95468 0.7052 0.4805 1.3034
C 0.56593 0.79512 -2.76902 -0.0101 -0.0655 -0.0702
C -2.78507 0.80369 -1.40614 0.0196 -0.0859 -0.4224
C -4.13117 0.60149 -1.70005 -0.1705 -0.0493 0.0940
C -5.08607 0.65918 -0.69843 0.0015 -0.0093 0.0105
C -4.70221 0.92808 0.60774 0.0496 -0.0712 -0.1122
C -3.36206 1.14849 0.90212 -0.0184 0.0115 0.2424
C -2.41760 1.07289 -0.09680 1.5273 0.4962 0.5825
H 1.30485 0.52152 -4.76010 -0.0135 0.0312 0.0438
H -1.00555 0.27124 -5.69220 -0.0056 0.0292 0.0218
H -2.94143 0.44033 -4.17260 0.0355 -0.0227 0.0326
H 1.53079 0.93379 -2.31016 0.0769 -0.0166 0.0829
H -4.44761 0.38497 -2.71195 0.0404 -0.0002 -0.0117
H -6.12837 0.48851 -0.93330 0.0132 0.0109 -0.0190
H -5.44087 0.95897 1.39853 0.0149 0.0512 -0.0042
H -3.07203 1.37870 1.91637 -0.0371 0.0382 0.0617
Te -0.18491 3.74209 -0.28829 -0.6963 0.2255 0.1134
C 1.76133 -2.98687 1.92745 -0.0047 -0.0172 0.0866
Si 0.88042 -2.15618 0.47302 0.1493 -0.2611 -0.0946
C 2.02598 -2.35665 -1.02234 0.0502 0.2019 -0.1037
C -0.57599 -3.28403 0.08073 -0.1394 0.0024 0.0431
O 0.52729 -0.64000 0.83171 -0.4106 -0.1102 0.0490
H 2.18212 -3.94848 1.60637 -0.0431 0.1169 0.0952
H 1.05867 -3.19214 2.74607 0.1161 0.0440 -0.0782
H 2.58176 -2.37906 2.33046 -0.0878 -0.0719 -0.0654
H 2.55950 -3.31320 -0.98050 -0.0697 0.0832 -0.0416
H 2.77578 -1.55676 -1.08203 -0.0671 -0.1007 0.0371
H 1.44753 -2.33710 -1.95520 0.0887 0.0126 0.0817
H -0.21560 -4.32056 0.03542 -0.1014 0.1135 -0.0254
H -1.03764 -3.04699 -0.88504 0.0369 -0.0024 0.1037
H -1.35540 -3.23057 0.85016 0.0831 -0.0215 -0.0840
```
Forces are in eV/Å.

Properties
relative energy (zero: lowest compared OMol25 entry of this formula, charge and spin) = 20.8 kcal/mol
lowest unoccupied orbital energy (spin up / spin down) = -0.0409 / -0.0407 Ha
largest force on an atom = 2.009 eV/Å
orbital gap (spin up / spin down) = 5.520 / 5.579 eV
HOMO energy (spin up / spin down) = -6.63 / -6.69 eV

***

C18H28BBr33 | ωB97M-V with the def2-TZVPD basis set

Geometry as XYZ:
```
80
Properties=species:S:1:pos:R:3:forces:R:3
C 0.76254 0.42522 2.72985 -0.3475 -0.2882 0.3083
B 0.38973 -1.09655 2.72965 0.0326 -0.0876 -0.1927
C 0.89551 -2.10058 1.62929 0.0704 0.4005 0.7602
C 2.44860 -2.15635 1.64259 -0.1601 -0.3860 -0.4724
C 3.14272 -1.86543 0.30209 0.3758 0.0153 0.3421
C 3.54713 -0.40257 0.10425 -0.4518 -0.0114 0.1393
C 2.46808 0.55994 -0.42650 0.3853 -0.0169 -0.4368
C 1.53501 0.01842 -1.50641 -0.3982 0.4186 0.0969
H 0.39895 0.88216 3.64508 0.0341 0.3495 0.0054
H 1.83082 0.61172 2.64385 0.1041 0.0060 -0.0966
H 0.28302 0.93842 1.89323 -0.0205 -0.0837 -0.0682
H -0.29078 -1.52206 3.62434 -0.0048 0.0490 0.0104
H 0.49497 -3.08484 1.85503 -0.0877 -0.1569 -0.3517
H 0.51952 -1.76331 0.66227 0.0184 -0.0928 -0.1622
H 2.73363 -3.16812 1.92794 -0.0227 -0.0442 0.1407
H 2.87218 -1.50396 2.40894 0.0586 0.0869 0.0343
H 2.54939 -2.25092 -0.52519 -0.0605 -0.0030 -0.0773
H 4.06540 -2.44943 0.29730 0.0757 0.0008 -0.0611
H 3.85019 -0.03937 1.08805 0.2296 0.1344 -0.0088
H 4.43965 -0.35097 -0.51999 0.0226 -0.0476 -0.1514
H 2.98907 1.41912 -0.86275 -0.0383 0.1704 0.1639
H 1.88618 0.98688 0.38396 -0.1142 -0.1422 0.1597
H 1.09417 -0.94119 -1.25221 0.0578 -0.1244 -0.0251
H 0.70219 0.71578 -1.61654 -0.0730 0.0394 -0.0694
H 1.99277 -0.05191 -2.49124 0.0840 -0.1609 0.0722
C 4.68447 0.60595 -3.27859 -0.0335 0.0475 0.0887
Br 4.20203 -1.21126 -3.66239 0.1619 -0.1514 -0.1299
Br 6.55110 0.77257 -2.85964 0.0503 -0.0428 -0.0210
Br 4.14554 1.80128 -4.68447 0.0015 0.0031 -0.0070
H 4.13750 0.89329 -2.39280 -0.0195 0.0046 -0.0132
C -0.87774 3.57422 -0.86467 0.0210 -0.0535 0.0348
Br -0.71443 3.39911 1.04222 -0.0051 0.0715 -0.0404
Br -2.19005 4.90130 -1.32845 -0.0386 0.0754 -0.0655
Br 0.81486 3.93129 -1.69974 -0.0062 0.0072 0.0064
H -1.23989 2.62889 -1.24414 -0.0019 -0.0106 -0.0028
C -4.93742 2.94071 0.41052 0.0403 0.0260 0.0187
Br -5.17751 2.79653 2.30758 -0.0093 -0.0144 -0.0003
Br -3.95818 1.44086 -0.29242 0.0431 -0.0968 -0.0465
Br -6.61089 3.13965 -0.51340 -0.0363 0.0379 0.0401
H -4.34894 3.82702 0.21985 0.0212 -0.0055 -0.0129
C 5.60584 1.92975 3.24942 -0.0248 0.0194 0.0080
Br 5.10678 2.76292 1.58601 -0.0188 -0.0026 -0.0106
Br 4.06899 1.34240 4.24992 0.1436 0.0709 -0.0244
Br 6.86162 0.50144 2.97693 0.0037 -0.0137 -0.0515
H 6.10013 2.68792 3.83864 0.0166 -0.0125 0.0259
C 1.42950 1.41147 7.87208 0.0399 -0.0070 0.0154
Br 2.31703 0.39876 9.24234 0.0112 -0.0007 0.0042
Br 2.24424 3.13354 7.61922 0.0088 0.0134 -0.0007
Br 1.33161 0.43412 6.21837 -0.0721 -0.0506 0.0915
H 0.41515 1.58028 8.20184 -0.0143 -0.0008 -0.0016
C -9.72501 1.12281 1.95170 -0.0677 0.0139 0.0059
Br -9.23269 2.59629 3.08100 0.0212 -0.0017 0.0023
Br -10.01702 1.68326 0.13969 -0.1390 0.1353 0.0417
Br -8.44080 -0.30847 2.04567 0.0348 -0.0077 0.0053
H -10.66420 0.73318 2.31921 -0.0066 -0.0254 -0.0008
C -11.40171 -2.67255 1.09936 0.0470 -0.0065 -0.0210
Br -11.64460 -4.26983 0.06156 -0.0036 -0.0027 -0.0024
Br -12.54113 -1.24890 0.48450 0.0040 0.0070 0.0096
Br -11.63624 -2.99480 2.97901 0.0065 0.0086 0.0150
H -10.38050 -2.34617 0.95815 0.0065 0.0095 0.0040
C -6.69206 -0.11375 -2.70308 0.0453 -0.0135 0.0799
Br -6.95968 0.52545 -4.49825 0.0077 0.0068 -0.0345
Br -8.33569 -0.74234 -1.93179 0.0545 -0.1084 -0.1455
Br -5.31159 -1.44807 -2.62136 -0.0149 -0.0214 -0.0389
H -6.35952 0.72857 -2.11131 0.0030 0.0066 0.0121
C 10.56631 1.98866 -1.78623 -0.0577 -0.0065 -0.0006
Br 12.42468 2.11741 -1.31625 0.0158 0.0027 0.0147
Br 10.16252 0.30696 -2.62697 0.0542 0.0228 0.0129
Br 9.42010 2.28737 -0.26991 -0.0195 0.0121 0.0306
H 10.35977 2.77051 -2.50224 0.0058 0.0076 -0.0112
C -8.49770 -2.77738 -5.94007 0.0004 -0.0168 0.0242
Br -8.76962 -2.14229 -7.73415 0.0042 0.0221 0.0016
Br -10.13436 -3.41273 -5.15862 -0.0116 0.0057 0.0184
Br -7.11437 -4.10880 -5.86491 0.0190 -0.0065 0.0087
H -8.16370 -1.93586 -5.35063 -0.0016 0.0268 0.0202
C 10.28282 -4.05774 -3.78539 0.0094 0.0052 -0.0042
Br 11.94200 -3.30269 -3.17796 0.0135 0.0063 0.0052
Br 8.82099 -2.83227 -3.53953 -0.0814 -0.0067 -0.0150
Br 10.40110 -4.65528 -5.60790 0.0018 -0.0047 -0.0112
H 10.07994 -4.92469 -3.17439 -0.0037 -0.0098 0.0078
```
Forces are in eV/Å.

Properties
lowest unoccupied orbital energy = -0.0113 Ha
largest force on an atom = 0.862 eV/Å
orbital gap = 9.861 eV
HOMO energy = -10.17 eV

***

C18H28BO8SeTa | ωB97M-V with the def2-TZVPD basis set

Geometry as XYZ:
```
57
Properties=species:S:1:pos:R:3:forces:R:3
Ta -0.66689 -0.51092 -0.48361 0.8733 -3.0478 -1.5898
C -0.06035 -0.88086 -4.01062 0.0320 0.1063 -0.2174
C 0.04362 -2.25438 -3.45545 -0.1146 -0.2088 0.0180
O 0.73262 -2.13090 -2.21418 0.0640 0.4346 0.0791
C 1.23962 -3.36022 -1.70396 0.1408 -0.0963 0.1212
C 0.29933 -3.89343 -0.66965 -0.0047 -0.2185 -0.0630
O 0.17480 -2.86720 0.31450 -0.1238 0.5886 -0.3331
C -0.14745 -3.35761 1.61383 -0.1360 -0.0923 0.0366
C -0.53348 -2.14595 2.43627 -0.3500 -0.0570 0.1843
O 0.10597 -0.98507 1.90164 -0.4109 0.5570 -0.8146
C 1.52550 -0.96946 2.11686 0.1713 -0.1665 0.1352
C 2.07298 0.17570 1.34424 0.0968 0.2176 0.1879
O 1.79688 -0.10771 -0.03761 -0.6869 -0.2567 -0.1630
C 2.42818 0.80700 -0.94225 0.1450 0.1110 -0.2230
C 1.59529 2.05043 -1.04211 0.1910 0.1932 0.1405
O 0.32505 1.67903 -1.58711 -0.3481 -0.5245 0.5782
C 0.14258 2.05986 -2.94937 -0.0197 0.0847 -0.1636
C -1.01193 1.24705 -3.44742 -0.2834 0.1695 -0.0162
O -0.82089 -0.11392 -3.07132 -0.1017 -0.2073 0.7535
H -0.58028 -0.90599 -4.97051 -0.0503 0.1055 0.0250
H 0.93348 -0.44561 -4.14645 -0.0056 0.0303 0.0007
H 0.59836 -2.89571 -4.14242 0.0272 -0.0024 0.0216
H -0.95802 -2.66387 -3.29312 0.0278 -0.1067 -0.0278
H 2.20447 -3.13490 -1.24962 0.0206 -0.0388 -0.0108
H 1.38220 -4.09314 -2.49937 0.0307 0.0812 -0.0688
H 0.71983 -4.79883 -0.22632 -0.0303 0.0356 0.0941
H -0.68846 -4.12388 -1.07845 -0.0046 -0.0115 0.0071
H 0.72060 -3.88412 2.01554 0.0206 -0.0009 -0.0370
H -0.99056 -4.05062 1.56979 0.0274 -0.0393 -0.0409
H -0.26153 -2.27814 3.48389 0.0016 0.0906 0.0128
H -1.60062 -1.94649 2.36626 -0.0021 0.0410 0.0301
H 1.96621 -1.89968 1.75474 -0.0219 -0.0294 0.0486
H 1.73965 -0.85186 3.18061 -0.1445 0.0066 0.0294
H 3.14893 0.25741 1.50709 0.0239 -0.0512 -0.1216
H 1.58766 1.10556 1.64276 0.0398 0.0330 -0.0085
H 2.47549 0.29248 -1.90295 0.0406 -0.0077 0.0037
H 3.44354 1.03345 -0.61256 -0.0038 -0.0969 0.0819
H 2.09360 2.79488 -1.66369 -0.1358 0.0296 -0.0741
H 1.40320 2.48449 -0.06382 0.0345 0.0686 -0.0161
H 1.05322 1.85665 -3.51963 0.0282 -0.0251 0.0520
H -0.08917 3.12445 -3.01484 0.0749 0.0262 0.0286
H -1.10726 1.34370 -4.52954 -0.0951 -0.0858 0.0016
H -1.94486 1.56456 -2.98014 -0.0132 0.0124 -0.0120
Se -2.60815 -1.73148 -0.86679 1.4380 1.5899 0.7010
O -2.56711 1.09600 1.69041 -0.1886 -0.1431 -0.1167
B -1.48048 1.03597 0.86164 -0.2234 0.7132 0.6908
O -0.55593 2.03183 1.16503 -0.0926 0.1865 0.0300
C -1.11789 2.73816 2.22580 -0.0807 -0.0658 0.0457
C -0.61461 3.82571 2.90351 0.0379 0.0232 -0.0075
C -1.40872 4.32220 3.93096 -0.0302 -0.0087 0.0096
C -2.63686 3.74263 4.25081 0.0112 0.0256 0.0212
C -3.13108 2.64514 3.55697 -0.0573 -0.0789 -0.0418
C -2.33757 2.16561 2.53883 0.1661 0.0859 0.0125
H 0.33893 4.27226 2.65630 -0.0160 0.0023 -0.0244
H -1.06888 5.18142 4.49217 0.0108 -0.0140 0.0106
H -3.22001 4.15806 5.06094 -0.0023 0.0093 -0.0135
H -4.08277 2.19023 3.79348 0.0020 0.0231 0.0119
```
Forces are in eV/Å.

Properties
relative energy (zero: lowest compared OMol25 entry of this formula, charge and spin) = 1.6 kcal/mol
total charge = +2
lowest unoccupied orbital energy = -0.2757 Ha
largest force on an atom = 3.547 eV/Å
orbital gap = 6.289 eV
HOMO energy = -13.79 eV